The following is a DFT calculation (wB97M-V/def2-TZVPD) of a structure of composition C33H46ClN6O2SScTe.

```
91
C33H46ClN6O2SScTe, DFT wB97M-V/def2-TZVPD
Te -0.11533 -0.95274 3.96566
Sc -0.21010 -0.75310 0.96222
Cl -4.89267 -1.77257 1.76631
S -4.17743 1.46009 -1.84141
O -2.00640 -1.54997 -0.83354
O -2.27662 -0.58624 1.12204
N -3.68659 -0.80611 -3.11308
N -0.24417 0.72381 -0.90796
N 1.95698 0.50486 1.01606
N 1.21137 -1.52520 -0.80326
N -0.60327 1.59493 1.61723
N -5.52143 0.37672 -3.83756
C 0.17947 0.28607 -2.09589
C -5.41582 -1.99332 -4.34345
C 2.58292 0.27180 4.88300
C 1.52754 2.49662 6.14940
C -0.43490 2.34235 -3.13015
C -2.71613 -1.26688 0.15485
C -1.29890 2.31474 0.55603
C 1.99865 -3.61524 2.30596
C -0.24150 -3.05846 1.27381
C 2.76622 -4.99440 0.03092
C 3.41263 1.24201 5.44597
C 3.67864 -4.82662 1.06245
C 1.78721 1.95247 1.21719
C 0.66833 1.55928 5.59007
C -0.88787 2.78427 -1.90232
C -3.93016 -1.90012 -4.03538
C 0.11024 1.07050 -3.23379
C 3.27099 -4.14775 2.20595
C 3.23385 -0.95428 4.30844
C -0.77924 1.93746 -0.80571
C 1.06480 -3.73844 1.26208
C 2.90769 2.36818 6.07405
C -4.47378 0.27267 -2.99843
C 2.62808 -1.23523 -0.55208
C 3.81417 3.40126 6.68117
C 1.48433 -4.47331 0.13681
C -4.14155 -1.77888 0.16894
C 1.19207 0.44184 4.91393
C 0.70655 -1.12350 -2.11535
C -0.80935 1.78295 5.72173
C -5.90290 -0.63185 -4.81148
C 0.60522 2.24234 2.12017
C 2.80993 0.20824 -0.13624
H 1.69370 -3.09541 3.20586
H 0.48075 0.69132 -4.17678
H 2.97700 -1.83547 4.90314
H -6.98845 -0.61613 -4.90972
H 2.88519 -1.19531 3.30335
H 0.80935 1.83664 3.10770
H 3.95749 -4.03021 3.03685
H -0.50545 2.97932 -4.00172
H -2.35873 2.04700 0.58576
H -0.86748 -3.47557 0.47454
H -6.08292 1.20054 -3.70799
H 1.10221 3.35518 6.65894
H -4.72398 -1.12464 -0.48357
H 2.95058 -1.90653 0.24961
H 4.85153 3.23404 6.39166
H -5.47775 -0.39693 -5.79373
H -2.96181 -0.91170 -2.40955
H 2.50615 0.87265 -0.94881
H 1.63459 2.39519 0.22991
H -5.59953 -2.74225 -5.11323
H 0.47370 3.32691 2.22648
H 4.48748 1.09791 5.40170
H -4.15466 -2.79252 -0.22349
H -0.12638 -1.78466 -2.36201
H -3.36525 -1.75212 -4.96321
H 3.24249 -1.46058 -1.43234
H -1.23584 1.38160 2.38230
H -1.30104 0.92570 6.18318
H -0.76098 -3.20052 2.22587
H -1.22770 3.40202 0.68685
H -1.01329 2.67432 6.31432
H 3.86781 0.41813 0.06252
H 3.04465 -5.54907 -0.85710
H 4.31828 -0.84824 4.29790
H -5.96097 -2.28876 -3.44482
H 4.67682 -5.23799 0.99189
H 2.68920 2.41694 1.63417
H 1.10589 -2.53076 -0.70421
H 0.77204 -4.64625 -0.66567
H 3.76622 3.38008 7.77191
H 1.46881 -1.23359 -2.89717
H -1.33584 3.76108 -1.78627
H -1.28701 1.89579 4.74523
H -3.55993 -2.81423 -3.56948
H 2.36416 0.09636 1.85442
H 3.53469 4.40733 6.36445
```

Results
HOMO-LUMO gap = 0.247 Eh
E_HOMO = -6.5 eV

The molecule's Mulliken atomic charges, reported in e, are given here: atom 1 (Te): 0.038, atom 2 (Sc): -0.329, atom 3 (Cl): -0.198, atom 4 (S): -0.486, atom 5 (O): -0.491, atom 6 (O): -0.407, atom 7 (N): 0.380, atom 8 (N): 2.158, atom 9 (N): 0.653, atom 10 (N): 0.450, atom 11 (N): 0.190, atom 12 (N): -0.168, atom 13 (C): 0.907, atom 14 (C): -0.672, atom 15 (C): 1.372, atom 16 (C): -0.964, atom 17 (C): -0.688, atom 18 (C): 0.522, atom 19 (C): -1.947, atom 20 (C): -0.428, atom 21 (C): -1.314, atom 22 (C): -0.761, atom 23 (C): -1.480, atom 24 (C): -0.710, atom 25 (C): -1.366, atom 26 (C): 1.969, atom 27 (C): -0.990, atom 28 (C): -0.545, atom 29 (C): -1.002, atom 30 (C): -0.528, atom 31 (C): -0.646, atom 32 (C): 0.675, atom 33 (C): 0.173, atom 34 (C): 0.651, atom 35 (C): 0.379, atom 36 (C): -0.444, atom 37 (C): -1.555, atom 38 (C): -0.092, atom 39 (C): -0.135, atom 40 (C): -0.799, atom 41 (C): -2.281, atom 42 (C): -1.518, atom 43 (C): -0.660, atom 44 (C): 0.331, atom 45 (C): -1.170, atom 46 (H): 0.443, atom 47 (H): 0.552, atom 48 (H): 0.373, atom 49 (H): 0.391, atom 50 (H): -0.511, atom 51 (H): -0.862, atom 52 (H): 0.424, atom 53 (H): 0.437, atom 54 (H): 0.465, atom 55 (H): 0.388, atom 56 (H): 0.242, atom 57 (H): 0.338, atom 58 (H): -0.058, atom 59 (H): -0.015, atom 60 (H): 0.352, atom 61 (H): 0.271, atom 62 (H): -0.286, atom 63 (H): 0.416, atom 64 (H): 0.442, atom 65 (H): 0.368, atom 66 (H): 0.393, atom 67 (H): 0.265, atom 68 (H): 0.326, atom 69 (H): 0.466, atom 70 (H): 0.290, atom 71 (H): 0.339, atom 72 (H): 0.311, atom 73 (H): 0.327, atom 74 (H): 0.860, atom 75 (H): 0.452, atom 76 (H): 0.417, atom 77 (H): 0.612, atom 78 (H): 0.424, atom 79 (H): 0.276, atom 80 (H): 0.300, atom 81 (H): 0.390, atom 82 (H): 0.645, atom 83 (H): 0.003, atom 84 (H): 0.565, atom 85 (H): 0.327, atom 86 (H): 0.530, atom 87 (H): 0.512, atom 88 (H): 0.140, atom 89 (H): 0.337, atom 90 (H): -0.103, atom 91 (H): 0.348